1.
Density functional theory data (ωB97M-V with the def2-TZVPD basis set) for a cluster of 2 separate species, C2H6Br2N in total at a distorted geometry.

The geometry in XYZ format:
```
11
Properties=species:S:1:pos:R:3:mulliken_charge:R:1
C -1.14 -0.97 -0.52 -0.521
C 0.46 -0.25 0.74 -0.408
N 0.90 0.90 0.01 -0.198
Br -1.63 0.48 -1.67 -0.054
Br -0.23 0.03 2.45 0.019
H -2.03 -1.20 0.03 0.409
H -0.57 -1.59 -1.17 0.383
H 1.35 -0.86 0.66 0.440
H 0.13 1.52 -0.13 0.257
H 1.59 1.37 0.48 0.328
H 1.17 0.57 -0.87 0.345
```

Charge: +1
E_LUMO in eV: -4.041
DFT total energy in eV: -143736.829
Gap between HOMO and LUMO in eV: 10.112
ΔE to the lowest compared entry with this formula, charge and spin in kJ/mol: 189.05
Maximum force in Eh/bohr: 0.077
HOMO energy in eV: -14.15

2.
Density functional theory data (ωB97M-V with the def2-TZVPD basis set) for a structure of composition C38H43ClIrN3O2P at a distorted geometry.

The geometry in XYZ format:
```
89
Properties=species:S:1:pos:R:3:mulliken_spin:R:1
Ir -0.38 -0.08 -1.47 1.338
Cl -1.91 -0.13 0.30 0.058
N -0.66 2.01 -1.60 -0.027
N -0.70 -2.16 -1.60 -0.011
C -1.34 2.70 -2.50 0.012
C -1.35 -2.85 -2.52 0.010
C 0.20 2.96 -0.82 -0.059
C 0.29 4.11 -1.80 0.020
C 1.54 2.33 -0.48 0.025
C -0.51 3.37 0.46 0.012
H 2.01 1.96 -1.40 -0.013
H 1.40 1.49 0.20 0.044
H 2.19 3.06 0.01 0.008
H -1.44 3.91 0.23 -0.002
H 0.13 4.05 1.05 0.008
H -0.74 2.49 1.07 0.004
C 0.07 -3.11 -0.75 -0.059
C 0.25 -4.25 -1.74 0.016
C -0.79 -3.55 0.43 0.016
C 1.36 -2.48 -0.25 0.074
H 1.91 -2.07 -1.10 -0.033
H 1.97 -3.24 0.26 0.007
H 1.14 -1.68 0.46 -0.010
H -1.67 -4.11 0.08 -0.001
H -1.13 -2.67 0.99 -0.002
H -0.21 -4.20 1.09 -0.001
O -0.88 -4.09 -2.68 0.002
H 0.19 -5.26 -1.32 -0.001
H 1.18 -4.15 -2.31 0.004
O -0.87 3.94 -2.69 0.003
H 1.19 4.05 -2.43 0.000
H 0.22 5.11 -1.36 0.000
C -2.60 2.37 -3.26 -0.044
C -2.59 -2.54 -3.31 -0.038
C -2.60 -1.28 -4.15 0.051
H -3.39 -2.44 -2.56 0.002
H -2.78 -3.41 -3.95 0.000
C -3.03 -0.08 -3.57 -0.033
C -2.59 1.13 -4.12 0.067
H -3.68 -0.09 -2.69 0.004
C -2.41 1.17 -5.51 0.002
C -2.36 -0.05 -6.20 0.015
C -2.37 2.46 -6.28 -0.001
C -2.41 -1.28 -5.54 0.000
H -2.29 -0.04 -7.28 0.001
C -2.37 -2.56 -6.33 -0.001
H -2.31 -2.33 -7.40 0.000
H -3.29 -3.14 -6.18 0.000
H -1.52 -3.20 -6.07 0.000
H -3.29 3.03 -6.12 0.000
H -2.29 2.26 -7.35 0.000
H -1.52 3.10 -5.99 0.000
H -2.83 3.25 -3.87 0.000
H -3.36 2.23 -2.48 0.005
N 1.02 -0.09 -2.41 1.521
P 1.08 -0.01 2.67 0.035
C 2.46 1.19 2.78 0.035
C 3.66 0.89 2.09 0.013
C 4.72 1.79 2.11 0.001
C 4.60 3.00 2.79 0.015
C 3.40 3.33 3.43 -0.017
C 2.32 2.44 3.41 0.012
C -0.05 0.54 3.99 0.015
C 0.30 0.43 5.35 0.389
C -0.63 0.78 6.34 -0.157
C -1.89 1.27 5.98 0.335
C -2.23 1.40 4.63 0.066
C -1.33 1.02 3.64 -0.002
C 1.78 -1.49 3.50 0.038
C 0.91 -2.60 3.60 0.060
C 1.32 -3.76 4.26 -0.014
C 2.59 -3.81 4.84 0.015
C 3.46 -2.73 4.74 0.002
C 3.06 -1.57 4.07 0.022
H 3.75 -0.07 1.57 -0.005
H 5.65 1.53 1.59 -0.002
H 5.44 3.70 2.81 0.003
H 3.30 4.28 3.95 0.003
H 1.38 2.70 3.91 0.038
H 1.28 0.05 5.65 0.103
H -0.37 0.66 7.39 -0.010
H -2.61 1.56 6.75 0.053
H -3.20 1.80 4.33 0.005
H -1.59 1.05 2.58 -0.019
H -0.10 -2.54 3.18 -0.033
H 0.64 -4.61 4.33 0.001
H 2.91 -4.71 5.37 0.005
H 4.45 -2.76 5.19 -0.001
H 3.74 -0.72 4.01 0.002
```

Charge: -1
E_LUMO (spin up / spin down) in eV: 2.088 / 1.799
DFT total energy in eV: -73316.066
Spin multiplicity: 5
Gap between HOMO and LUMO (spin up / spin down) in eV: 1.828 / 6.092
Maximum force in Eh/bohr: 0.110
HOMO energy (spin up / spin down) in eV: 0.26 / -4.29

3.
Density functional theory data (ωB97M-V with the def2-TZVPD basis set) for a cluster of 14 separate species, C27H79N3O14 in total at a distorted geometry.

The geometry in XYZ format:
```
123
Properties=species:S:1:pos:R:3:mulliken_charge:R:1
C -2.65 0.96 -0.36 -1.733
C -1.61 0.33 -1.35 2.429
C -0.17 0.70 -1.01 -0.727
C 0.48 -0.18 0.03 0.353
C 0.22 -1.65 -0.26 0.289
C -1.24 -2.06 -0.58 2.106
N -1.75 -1.13 -1.57 1.789
O -3.06 -1.53 -1.94 -0.287
C -1.04 -3.46 -1.14 -1.077
C -2.00 -2.19 0.76 -1.771
C -1.91 0.94 -2.72 -1.789
H -3.28 0.22 0.15 0.367
H -3.41 1.49 -0.94 0.494
H -2.14 1.64 0.32 0.253
H 0.45 0.74 -1.90 -0.760
H -0.12 1.71 -0.59 0.424
H -0.08 -0.03 0.97 -1.118
H 1.52 -0.02 0.29 0.567
H 0.64 -2.24 0.56 -0.365
H 0.83 -1.82 -1.16 -0.728
H -0.28 -4.01 -0.60 -0.038
H -2.00 -3.99 -1.19 0.588
H -0.77 -3.42 -2.20 -0.707
H -1.51 -3.01 1.27 0.451
H -1.93 -1.28 1.35 0.212
H -3.06 -2.37 0.56 0.479
H -2.89 0.77 -3.13 -0.124
H -1.09 0.82 -3.43 0.364
H -1.99 2.04 -2.66 0.543
H -3.55 -1.49 -1.09 0.322
C -1.02 -1.14 4.43 -1.233
C -0.81 0.15 5.23 1.661
C -2.10 0.99 5.35 -1.325
C -3.08 0.41 6.35 -0.600
C -2.36 0.36 7.66 -1.308
C -1.10 -0.50 7.69 1.680
N -0.25 -0.07 6.58 0.225
O 0.94 -0.83 6.42 -0.489
C -0.34 -0.29 9.00 -1.964
C -1.45 -1.99 7.54 -1.688
C 0.13 1.04 4.36 -2.035
H -2.08 -1.41 4.46 0.362
H -0.56 -2.03 4.86 0.363
H -0.66 -1.11 3.40 -0.128
H -1.83 2.04 5.48 0.466
H -2.57 0.90 4.36 0.326
H -3.52 -0.52 5.98 0.300
H -3.96 1.05 6.45 0.401
H -3.00 -0.01 8.47 0.547
H -2.19 1.35 8.11 0.369
H -1.01 -0.40 9.85 0.360
H 0.63 -0.80 9.00 0.385
H 0.04 0.74 9.02 0.471
H -0.65 -2.71 7.66 0.269
H -2.18 -2.14 8.35 0.458
H -2.06 -2.14 6.65 0.434
H 0.38 1.96 4.88 0.482
H -0.33 1.26 3.40 0.340
H 1.06 0.48 4.29 0.478
H 1.61 -0.29 6.85 0.365
C 2.41 4.28 -4.71 -1.656
C 2.75 5.03 -3.43 1.616
C 1.62 5.09 -2.40 -1.649
C 1.51 3.74 -1.64 0.083
C 2.89 3.35 -1.08 -1.363
C 4.10 3.44 -2.00 1.877
N 4.02 4.71 -2.75 0.221
O 5.19 4.90 -3.51 -0.484
C 5.37 3.45 -1.13 -1.932
C 4.16 2.15 -2.86 -1.161
C 2.90 6.51 -3.87 -2.011
H 2.37 3.20 -4.57 0.278
H 3.09 4.56 -5.51 0.392
H 1.38 4.51 -4.99 0.423
H 1.77 5.85 -1.63 0.438
H 0.68 5.33 -2.90 0.495
H 1.03 2.98 -2.26 -0.161
H 0.84 4.00 -0.81 0.601
H 2.66 2.35 -0.70 0.149
H 3.02 4.02 -0.22 0.521
H 5.71 4.42 -0.77 0.371
H 5.34 2.70 -0.34 0.385
H 6.12 3.16 -1.87 0.465
H 4.65 1.29 -2.41 0.371
H 3.17 1.90 -3.25 -0.233
H 4.72 2.22 -3.80 0.371
H 3.87 6.76 -4.32 0.416
H 2.97 7.19 -3.02 0.419
H 2.09 6.77 -4.54 0.410
H 5.60 5.64 -3.05 0.363
O 1.62 -4.63 1.57 -0.611
H 1.61 -3.71 1.86 0.279
H 2.15 -5.09 2.23 0.265
O 3.48 -1.00 -2.10 -0.456
H 2.91 -1.74 -2.41 0.225
H 4.27 -1.42 -1.76 0.221
O -5.44 -0.13 -3.13 -0.597
H -6.14 0.43 -2.77 0.271
H -5.00 -0.50 -2.36 0.264
O 1.30 -0.73 -4.28 -0.715
H 1.61 -1.64 -4.12 0.505
H 1.64 -0.23 -3.52 0.091
O -0.19 -6.74 0.47 -0.593
H -0.32 -7.43 1.13 0.290
H 0.34 -6.06 0.91 0.336
O -0.72 -6.84 -2.33 -0.565
H 0.14 -6.42 -2.43 0.275
H -0.93 -6.73 -1.38 0.294
O -1.28 -1.86 -4.61 -0.674
H -1.64 -1.57 -3.75 -0.037
H -0.34 -1.64 -4.55 0.383
O -1.38 -4.88 -4.50 -0.653
H -1.64 -5.75 -4.17 0.287
H -1.19 -4.37 -3.71 0.376
O -3.96 -2.96 -4.73 -0.589
H -3.81 -2.36 -3.99 0.273
H -4.89 -3.19 -4.67 0.251
O -4.17 0.87 -5.41 -0.567
H -4.50 1.02 -4.52 0.257
H -4.51 1.62 -5.93 0.270
O 2.16 -3.15 -3.17 -0.600
H 1.98 -3.63 -2.35 0.234
H 2.53 -3.81 -3.77 0.217
```

E_LUMO in eV: -0.361
DFT total energy in eV: -62410.912
Gap between HOMO and LUMO in eV: 8.000
ΔE to the lowest compared entry with this formula, charge and spin in kJ/mol: 0.00
Maximum force in Eh/bohr: 0.056
HOMO energy in eV: -8.36